Entry 1:
Here is a 2-piece molecular cluster, C3H10N2O overall in a non-equilibrium geometry from the Open Molecules 2025 dataset. Energies are from ωB97M-V/def2-TZVPD.

ORCA input file:
```
! RIJCOSX wB97M-V def2-TZVPD def2/J DEFGRID3
* xyz 0 1
C 0.1229 -1.3536 -1.1629
C 0.6918 0.0918 -0.9152
N 2.9801 0.8508 0.6983
C 1.7759 1.3318 0.8903
N 0.7701 0.6405 0.4995
H 0.0196 -1.4663 -2.1995
H 0.8605 -2.1139 -0.8661
H -0.9336 -1.4999 -0.6957
H 1.7393 -0.1940 -1.1142
H 0.4384 0.9415 -1.6921
H 2.8002 -0.0095 0.1500
H 3.5415 0.7844 1.5073
H 1.4881 2.4043 1.2511
H -5.7450 -1.3798 -0.3572
H -5.4005 -0.2249 0.7831
O -5.0754 -1.0125 0.2470
*
```

Results
lowest unoccupied orbital energy = 1.0 eV
energy relative to the best compared isomer or geometry (same formula, charge and spin) = 85.4 kcal/mol
SMILES = CC/N=C\N.O
E_tot = -304.938579 hartree
HOMO-LUMO gap = 0.318 hartree

---

Entry 2:
Here is a 2-piece molecular cluster, C3H10N2O overall in a non-equilibrium geometry from the Open Molecules 2025 dataset. Energies are from ωB97M-V/def2-TZVPD.

ORCA input file:
```
! RIJCOSX wB97M-V def2-TZVPD def2/J DEFGRID3
* xyz 0 1
C 0.6325 1.8206 -0.3862
N -0.6527 1.8493 -0.6270
H 1.3644 2.0664 -1.1589
H 0.9894 1.8159 0.6439
H -0.2459 -0.5745 -1.0945
H -0.8903 2.5916 -1.2889
C 0.9048 -0.6440 0.8003
O 1.2312 -0.0782 -0.4040
C -0.3618 -1.5251 0.5963
N -1.0841 -0.8233 -0.4768
H 1.7272 -1.2457 1.1879
H 0.6657 0.0955 1.5751
H -0.0809 -2.5072 0.2289
H -0.9652 -1.6339 1.4928
H -1.8622 -1.3548 -0.8505
H -1.3721 0.1474 -0.2384
*
```

Results
lowest unoccupied orbital energy = 0.7 eV
energy relative to the best compared isomer or geometry (same formula, charge and spin) = 84.4 kcal/mol
SMILES = [NH3+]CC[O-].C=N
E_tot = -304.940169 hartree
HOMO-LUMO gap = 0.307 hartree

---

Entry 3:
Here is a 2-piece molecular cluster, C3H10N2O overall in a non-equilibrium geometry from the Open Molecules 2025 dataset. Energies are from ωB97M-V/def2-TZVPD.

ORCA input file:
```
! RIJCOSX wB97M-V def2-TZVPD def2/J DEFGRID3
* xyz 0 1
C 0.3123 -1.7193 1.3956
C 1.9634 -0.6883 0.1798
N 1.1264 -1.6481 0.1843
H 0.8390 -2.3566 2.0978
H 0.0117 -0.7753 1.8749
H -0.6053 -2.1931 1.0493
H 1.9326 0.2035 0.8054
H 2.8196 -0.7543 -0.4852
H -0.6929 -0.7278 -1.0140
N -1.3179 2.3052 -0.4778
C -0.7914 1.1783 -1.1737
O -1.2952 -0.0641 -0.6918
H -1.3044 2.1292 0.5175
H -2.2270 2.5761 -0.8115
H 0.3025 1.2385 -1.2141
H -1.0734 1.2960 -2.2364
*
```

Results
lowest unoccupied orbital energy = 1.0 eV
energy relative to the best compared isomer or geometry (same formula, charge and spin) = 49.4 kcal/mol
SMILES = C=NC.NCO
E_tot = -304.995991 hartree
HOMO-LUMO gap = 0.391 hartree

---

Entry 4:
Here is a 2-piece molecular cluster, C3H10N2O overall in a non-equilibrium geometry from the Open Molecules 2025 dataset. Energies are from ωB97M-V/def2-TZVPD.

ORCA input file:
```
! RIJCOSX wB97M-V def2-TZVPD def2/J DEFGRID3
* xyz 0 1
C 2.1359 0.0178 -0.4404
C 1.0293 0.9240 0.3258
N 0.4491 0.3283 1.5633
H 3.1065 0.2226 0.1079
H 2.3235 0.4667 -1.4226
H 1.9370 -1.1002 -0.3459
H 0.1652 0.9844 -0.3205
H 1.3794 1.9892 0.4906
H -0.3015 0.8961 1.9469
H 1.1184 0.2613 2.3235
C -2.5472 -0.4889 -1.1434
N -1.8720 -1.2045 -0.1697
O -3.0393 0.5892 -0.9536
H -2.8557 -1.0042 -2.1377
H -1.8145 -1.0052 0.8450
H -1.2141 -1.8767 -0.6692
*
```

Results
lowest unoccupied orbital energy = 0.9 eV
energy relative to the best compared isomer or geometry (same formula, charge and spin) = 32.2 kcal/mol
SMILES = NC=O.CCN
E_tot = -305.023398 hartree
HOMO-LUMO gap = 0.383 hartree

---

Entry 5:
Here is a 2-piece molecular cluster, C3H10N2O overall in a non-equilibrium geometry from the Open Molecules 2025 dataset. Energies are from ωB97M-V/def2-TZVPD.

ORCA input file:
```
! RIJCOSX wB97M-V def2-TZVPD def2/J DEFGRID3
* xyz 0 1
C -1.1201 -1.6040 0.1486
N -1.8534 -2.7725 0.5449
O -0.4181 -1.5871 -0.8077
H -1.3798 -0.8206 0.8816
H -1.7489 -2.8981 1.5499
H -2.8535 -2.5921 0.4610
C 1.6777 0.5938 0.5016
N 1.1175 0.8580 -0.8205
C 0.2829 2.0294 -0.8975
H 2.1844 1.4960 0.8400
H 0.9022 0.3120 1.2215
H 2.4092 -0.2050 0.3960
H 0.6286 0.0311 -1.1573
H -0.6936 1.9971 -0.3789
H 0.0518 2.2489 -1.9411
H 0.8131 2.9130 -0.5422
*
```

Results
lowest unoccupied orbital energy = 0.7 eV
energy relative to the best compared isomer or geometry (same formula, charge and spin) = 42.0 kcal/mol
SMILES = NC=O.CNC
E_tot = -305.007677 hartree
HOMO-LUMO gap = 0.329 hartree

---

Entry 6:
Here is a 2-piece molecular cluster, C3H10N2O overall in a non-equilibrium geometry from the Open Molecules 2025 dataset. Energies are from ωB97M-V/def2-TZVPD.

ORCA input file:
```
! RIJCOSX wB97M-V def2-TZVPD def2/J DEFGRID3
* xyz 0 1
C 0.9886 -0.1509 -2.7497
C 0.6877 1.3945 -0.7910
C 0.6977 0.1688 -1.3680
N -0.6603 -0.6504 3.1735
N -1.2525 0.0449 2.1268
O 0.4162 -0.9614 -0.6980
H -0.0932 -0.4567 -3.0170
H 1.3986 0.6379 -3.2882
H 1.8024 -0.9920 -2.8116
H 0.3797 1.6181 0.2618
H -2.0880 -0.5767 1.6930
H 0.7676 2.1445 -1.6029
H -1.3353 -0.9220 3.8598
H 0.1817 -0.8481 0.1847
H -1.7096 0.9708 2.2864
H -0.1815 -1.4213 2.7402
*
```

Results
lowest unoccupied orbital energy = 0.8 eV
energy relative to the best compared isomer or geometry (same formula, charge and spin) = 77.6 kcal/mol
SMILES = C=C(C)O.NN
E_tot = -304.950960 hartree
HOMO-LUMO gap = 0.337 hartree

---

Entry 7:
Here is a 2-piece molecular cluster, C3H10N2O overall in a non-equilibrium geometry from the Open Molecules 2025 dataset. Energies are from ωB97M-V/def2-TZVPD.

ORCA input file:
```
! RIJCOSX wB97M-V def2-TZVPD def2/J DEFGRID3
* xyz 0 1
C -4.1520 2.1966 0.2990
C -4.4932 4.4193 -0.3600
N -4.9971 3.2809 -0.1969
H -3.8759 2.3762 1.3373
H -3.1615 2.1640 -0.1734
H -4.7661 1.3048 0.2422
H -3.4705 4.6794 -0.6518
H -5.2199 5.2337 -0.3389
H 4.3123 -4.2453 -0.6854
N 4.4515 -3.0504 1.2436
C 4.0074 -2.4872 -0.0417
O 4.0397 -3.4160 -1.1067
H 4.0632 -4.0020 1.2351
H 3.8081 -2.7152 1.9603
H 3.0033 -2.0633 0.1182
H 4.5630 -1.6099 -0.3825
*
```

Results
lowest unoccupied orbital energy = 0.9 eV
energy relative to the best compared isomer or geometry (same formula, charge and spin) = 67.4 kcal/mol
SMILES = C=NC.NCO
E_tot = -304.967249 hartree
HOMO-LUMO gap = 0.378 hartree

---

Entry 8:
Here is a 2-piece molecular cluster, C3H10N2O overall in a non-equilibrium geometry from the Open Molecules 2025 dataset. Energies are from ωB97M-V/def2-TZVPD.

ORCA input file:
```
! RIJCOSX wB97M-V def2-TZVPD def2/J DEFGRID3
* xyz 0 1
C -2.5014 0.5255 -0.0729
C -1.1247 1.0131 -0.3829
C -0.3856 1.8382 0.3382
N 1.0540 1.9173 0.3124
N -0.3924 0.2806 -1.3837
H -2.9522 1.0759 0.7990
H -3.2151 0.7823 -0.9184
H -2.5585 -0.5949 0.0980
H -0.9416 2.5918 0.9262
H 1.5948 1.9413 1.1196
H 1.5353 1.7043 -0.6089
H -0.6514 -0.7658 -1.1604
H 0.6045 0.2844 -1.5389
H 2.3671 -4.0516 1.8058
H 1.9248 -4.5396 0.4713
O 2.7164 -4.2593 0.9015
*
```

Results
lowest unoccupied orbital energy = 0.6 eV
energy relative to the best compared isomer or geometry (same formula, charge and spin) = 52.4 kcal/mol
SMILES = C/C(N)=C/N.O
E_tot = -304.991093 hartree
HOMO-LUMO gap = 0.300 hartree

---

Entry 9:
Here is one molecule with the formula C3H10N2O in a non-equilibrium geometry from the Open Molecules 2025 dataset. Energies are from ωB97M-V/def2-TZVPD.

ORCA input file:
```
! RIJCOSX wB97M-V def2-TZVPD def2/J DEFGRID3
* xyz 0 1
N -1.4045 0.7919 -0.5347
C -0.3077 -0.1497 -0.2341
C 0.9954 0.7090 -0.1563
O 0.9922 1.5422 -1.4023
C -0.5438 -0.9020 1.0447
N 0.3577 -2.0033 1.3349
H -1.7287 0.6372 -1.4777
H -2.2090 0.5481 0.0406
H 0.0157 -0.7560 -1.0972
H 0.9097 1.3508 0.6977
H 1.8715 0.0822 -0.3363
H 0.2955 2.1630 -1.1523
H -0.5953 -0.2844 1.9531
H -1.5638 -1.3220 1.0251
H 0.2602 -2.7322 0.6424
H 1.3092 -1.8430 1.6213
*
```

Results
lowest unoccupied orbital energy = 1.0 eV
energy relative to the best compared isomer or geometry (same formula, charge and spin) = 34.3 kcal/mol
SMILES = NC[C@@H](N)CO
E_tot = -305.020028 hartree
HOMO-LUMO gap = 0.372 hartree

---

Entry 10:
Here is a 2-piece molecular cluster, C3H10N2O2 overall in a non-equilibrium geometry from the Open Molecules 2025 dataset. Energies are from ωB97M-V/def2-TZVPD.

ORCA input file:
```
! RIJCOSX wB97M-V def2-TZVPD def2/J DEFGRID3
* xyz 0 1
O 0.2769 -1.1503 1.2050
C -0.4905 -1.1610 0.2498
N -0.3531 -0.2113 -0.7121
C 0.6347 0.8415 -0.6577
N 0.9630 1.3003 -1.9855
C -1.6636 -2.0747 0.1819
H -1.0835 -0.0506 -1.3999
H 0.3121 1.6907 -0.0621
H 1.4753 0.3849 -0.1194
H 1.3012 2.2440 -1.9595
H 1.6708 0.7483 -2.4466
H -2.5858 -1.5062 0.2958
H -1.7406 -2.5773 -0.7885
H -1.5975 -2.8577 0.9257
H 1.3006 1.8002 3.1055
H 0.7562 0.8537 1.8934
O 0.8238 1.7256 2.2742
*
```

Results
lowest unoccupied orbital energy = 0.9 eV
energy relative to the best compared isomer or geometry (same formula, charge and spin) = 14.4 kcal/mol
SMILES = CC(=O)NCN.O
E_tot = -380.313680 hartree
HOMO-LUMO gap = 0.379 hartree

---

Entry 11:
Here is a 2-piece molecular cluster, C3H10N2O2 overall in a non-equilibrium geometry from the Open Molecules 2025 dataset. Energies are from ωB97M-V/def2-TZVPD.

ORCA input file:
```
! RIJCOSX wB97M-V def2-TZVPD def2/J DEFGRID3
* xyz 0 1
C -1.7291 -1.1914 0.0777
N -1.1942 -0.2430 -0.8817
H -1.9961 -0.0038 -1.4797
H 1.1308 -1.0988 -0.2481
H -2.4737 -0.7556 0.7531
H -2.2457 -1.9746 -0.4748
H -0.8943 -1.6083 0.6365
N -0.5182 0.9817 -0.4823
C 2.0978 -0.8219 0.2106
C 2.0954 -0.1094 1.3241
O 0.5307 1.6298 -1.0836
O -1.5107 2.0106 -0.2673
H -1.7344 2.4479 -1.1067
H 1.2614 1.5071 -0.3468
H 2.9954 -1.3148 -0.1309
H 1.1827 0.3469 1.6772
H 3.0021 0.1976 1.8226
*
```

Results
lowest unoccupied orbital energy = 1.0 eV
energy relative to the best compared isomer or geometry (same formula, charge and spin) = 160.9 kcal/mol
SMILES = CNN(O)O.C=C
E_tot = -380.080195 hartree
HOMO-LUMO gap = 0.362 hartree

---

Entry 12:
Here is a 2-piece molecular cluster, C3H10N2O2 overall in a non-equilibrium geometry from the Open Molecules 2025 dataset. Energies are from ωB97M-V/def2-TZVPD.

ORCA input file:
```
! RIJCOSX wB97M-V def2-TZVPD def2/J DEFGRID3
* xyz 0 1
C 0.7618 -0.5240 0.1299
C 1.1867 0.3909 -1.0176
C 0.8436 1.8178 -0.8534
N -0.5471 2.1550 -0.8309
O 1.7567 2.5474 -0.6127
N 1.4498 -1.7386 0.5361
H -0.2804 -0.9816 -0.0070
H 0.8169 0.1245 0.9984
H 0.8568 -0.0159 -1.9366
H 2.3496 0.3741 -0.9824
H -0.8297 3.0959 -0.5058
H -0.9547 1.8484 -1.7835
H 2.4131 -1.6251 0.7832
H 1.1856 -2.5108 1.2309
H -3.7921 -3.7714 2.6180
H -4.5062 -2.4659 2.0084
O -4.2980 -3.4343 1.8734
*
```

Results
lowest unoccupied orbital energy = 0.7 eV
energy relative to the best compared isomer or geometry (same formula, charge and spin) = 54.0 kcal/mol
SMILES = NCCC(N)=O.O
E_tot = -380.250585 hartree
HOMO-LUMO gap = 0.350 hartree

---

Entry 13:
Here is C3H10N2O2 as an isolated structure in a non-equilibrium geometry from the Open Molecules 2025 dataset. Energies are from ωB97M-V/def2-TZVPD.

ORCA input file:
```
! RIJCOSX wB97M-V def2-TZVPD def2/J DEFGRID3
* xyz 0 1
C 1.3547 0.0351 0.5832
C -0.5367 0.6066 0.2779
N -0.5108 1.3865 -0.8816
N 2.1241 0.1072 -0.6130
O -1.0930 0.9521 1.3291
H 0.2769 1.1834 -1.4898
H -0.6843 2.3612 -0.6770
H 2.5914 -0.7498 -0.8723
H 2.7553 0.8946 -0.6618
H 1.3957 -0.9187 1.1115
H 1.5146 0.8594 1.2711
C -1.5279 -1.2113 -0.2363
O -2.1373 -1.5145 0.9509
H -2.2082 -0.6582 1.4340
H -2.1307 -0.6806 -0.9755
H -1.0154 -2.0761 -0.6620
H -0.1683 -0.5769 0.1116
*
```

Results
lowest unoccupied orbital energy = 0.7 eV
energy relative to the best compared isomer or geometry (same formula, charge and spin) = 119.6 kcal/mol
E_tot = -380.146117 hartree
HOMO-LUMO gap = 0.296 hartree

---

Entry 14:
Here is a 2-piece molecular cluster, C3H10N2O2 overall in a non-equilibrium geometry from the Open Molecules 2025 dataset. Energies are from ωB97M-V/def2-TZVPD.

ORCA input file:
```
! RIJCOSX wB97M-V def2-TZVPD def2/J DEFGRID3
* xyz 0 1
N -0.2488 -1.9037 -0.7523
C 0.8009 -1.7837 0.2369
C 1.3005 -0.3367 0.4247
N 0.2752 0.5671 0.6057
C 0.5718 1.9611 0.9149
O 2.4642 -0.0302 0.4206
H 0.1027 -2.0583 -1.6844
H -0.9028 -2.6226 -0.5279
H 0.4634 -2.1313 1.2121
H 1.6741 -2.3779 -0.0488
H -0.4559 0.1699 1.1823
H 1.5899 2.0909 1.2768
H 0.5591 2.5204 -0.0226
H -0.1548 2.3587 1.6087
H -2.4832 1.4236 -0.8744
H -2.4966 1.0812 -2.3784
O -3.0596 1.0714 -1.5938
*
```

Results
lowest unoccupied orbital energy = 0.7 eV
energy relative to the best compared isomer or geometry (same formula, charge and spin) = 26.9 kcal/mol
SMILES = CNC(=O)CN.O
E_tot = -380.293725 hartree
HOMO-LUMO gap = 0.364 hartree